No. 1
# C3H2BrClIO2

A 2-piece molecular cluster, C3H2BrClIO2 overall in a non-equilibrium geometry (ωB97M-V/def2-TZVPD, the Open Molecules 2025 dataset).

Properties
- HOMO: -4.01 eV
- Orbital gap: 6.5932 eV
- LUMO level: 0.0949 hartree
- Energy relative to the best compared isomer or geometry (same formula, charge and spin): 5.1 kcal per mole
- Maximum force: 3.31 eV Å⁻¹

```
! wB97M-V def2-TZVPD RIJCOSX def2/J DEFGRID3
* xyz -1 1
C -0.770 2.478 -0.422
C 0.196 0.136 -0.213
C 0.351 1.576 -0.388
O -1.415 3.323 0.087
O -0.242 2.093 -1.639
Cl 1.320 -0.670 -1.462
Br 2.037 2.493 0.160
I -3.352 0.397 -0.258
H -0.783 -0.299 -0.579
H 0.275 -0.366 0.789
*
```

No. 2
# C33H46GdN6

C33H46GdN6 as an isolated structure in a non-equilibrium geometry (ωB97M-V/def2-TZVPD, the Open Molecules 2025 dataset).

Properties
- HOMO (alpha / beta): -2.20 / -2.29 eV
- Orbital gap (alpha / beta): 4.4489 / 4.5031 eV
- LUMO level (alpha / beta): 0.0827 / 0.0815 hartree
- Energy relative to the best compared isomer or geometry (same formula, charge and spin): 32.6 kcal per mole
- Maximum force: 4.86 eV Å⁻¹

```
! wB97M-V def2-TZVPD RIJCOSX def2/J DEFGRID3
* xyz -1 8
Gd -0.321 -0.200 -0.132
N -5.087 1.846 -1.387
N -0.087 -1.407 -2.327
C 0.279 -1.439 2.151
C -1.057 -1.798 1.739
C -1.937 -0.757 2.201
C -3.378 -0.748 2.130
H -3.836 -1.709 1.900
H -3.686 -0.042 0.964
H -3.897 -0.188 2.912
C -1.151 0.223 2.878
C -1.675 1.296 3.762
H -1.557 1.038 4.832
H -2.744 1.488 3.603
H -1.137 2.243 3.610
C 0.205 -0.164 2.797
C 1.327 0.589 3.416
H 1.288 1.649 3.117
H 2.300 0.191 3.102
H 1.309 0.568 4.521
C -1.494 -3.115 1.190
H -1.865 -3.774 1.999
H -0.673 -3.653 0.690
H -2.310 -3.013 0.456
C 1.470 -2.336 2.147
H 2.406 -1.773 1.998
H 1.409 -3.091 1.349
H 1.568 -2.883 3.105
C -4.924 3.060 -1.904
H -5.599 3.879 -1.610
C -3.857 3.415 -2.812
H -3.891 4.390 -3.334
C -2.815 2.465 -2.988
H -1.969 2.678 -3.710
C -2.798 1.292 -2.168
H -1.984 0.529 -2.302
C -3.910 1.180 -1.214
C -4.065 0.205 -0.160
H -3.400 -0.649 -0.695
C 1.055 -1.593 -1.714
C -0.591 -2.540 -2.988
H -1.607 -2.617 -3.398
C 0.510 -3.360 -3.112
H 0.621 -4.255 -3.727
N 1.538 -2.742 -2.314
C 2.608 -3.262 -1.601
C 2.578 -4.591 -1.151
C 3.705 -5.022 -0.445
H 3.819 -6.090 -0.251
C 4.691 -4.130 -0.033
C 5.906 -4.631 0.615
H 6.322 -3.897 1.293
H 6.682 -4.878 -0.108
H 5.685 -5.537 1.166
C 4.530 -2.761 -0.265
H 5.286 -2.044 0.056
C 3.443 -2.290 -0.987
C 3.222 -0.787 -1.088
H 2.483 -0.488 -1.887
H 4.181 -0.318 -1.350
H 2.910 -0.305 -0.129
C 1.363 -5.479 -1.326
H 1.086 -5.594 -2.385
H 0.462 -5.115 -0.784
H 1.594 -6.478 -0.925
C -2.476 3.237 1.023
N -1.666 3.942 0.042
C -2.205 5.150 -0.562
C -0.412 3.519 -0.225
N -0.004 2.263 0.116
N 0.414 4.378 -0.919
C 0.621 5.775 -0.510
C 1.588 3.799 -1.562
H -3.533 3.497 0.877
H -2.170 3.511 2.047
H -2.365 2.149 0.896
H -1.916 6.053 -0.003
H -1.864 5.232 -1.603
H -3.299 5.091 -0.562
H 0.990 2.315 0.378
H 1.647 5.892 -0.128
H 0.515 6.452 -1.371
H -0.072 6.089 0.276
H 2.325 3.475 -0.807
H 1.287 2.944 -2.184
H 2.059 4.553 -2.202
*
```

No. 3
# C2H6IN3

An isolated ion of composition C2H6IN3 and charge +2 in a non-equilibrium geometry (ωB97M-V/def2-TZVPD, the Open Molecules 2025 dataset).

Properties
- HOMO (alpha / beta): -18.83 / -18.83 eV
- SMILES string: NC(=[NH2+])/[NH+]=C/I
- Orbital gap (alpha / beta): 8.8201 / 8.8196 eV
- LUMO level (alpha / beta): -0.3677 / -0.3677 hartree
- Energy relative to the best compared isomer or geometry (same formula, charge and spin): 29.6 kcal per mole
- Maximum force: 4.76 eV Å⁻¹

```
! wB97M-V def2-TZVPD RIJCOSX def2/J DEFGRID3
* xyz 2 1
C 0.651 0.043 0.061
C -1.707 -0.350 -0.208
N 1.236 1.020 -0.641
N 1.203 -1.031 0.627
N -0.745 0.332 0.343
I -3.711 -0.030 -0.013
H 2.204 -1.386 0.595
H 2.102 1.097 -1.112
H 0.569 1.883 -0.725
H 0.598 -1.649 1.214
H -1.500 -1.132 -1.007
H -0.900 1.204 0.868
*
```

No. 4
# C3H10N2O2

A 2-piece molecular cluster, C3H10N2O2 overall in a non-equilibrium geometry (ωB97M-V/def2-TZVPD, the Open Molecules 2025 dataset).

Properties
- HOMO: -9.43 eV
- SMILES string: NCC=O.NCO
- Orbital gap: 10.1781 eV
- LUMO level: 0.0275 hartree
- Energy relative to the best compared isomer or geometry (same formula, charge and spin): 49.4 kcal per mole
- Maximum force: 1.48 eV Å⁻¹

```
! wB97M-V def2-TZVPD RIJCOSX def2/J DEFGRID3
* xyz 0 1
O 2.179 2.786 -0.331
C 1.612 2.199 0.556
C 0.740 0.988 0.277
N 0.736 0.700 -1.170
H 1.837 2.479 1.620
H 1.134 0.086 0.778
H -0.287 1.177 0.606
H -0.368 -0.691 -1.303
H 0.518 1.537 -1.694
H 1.668 0.453 -1.554
N -1.794 -0.886 0.670
C -1.113 -1.976 -0.031
O -0.468 -1.677 -1.258
H -2.770 -1.172 0.776
H -1.410 -0.772 1.609
H -0.366 -2.429 0.639
H -1.848 -2.801 -0.189
*
```

No. 5
# C12H36O10

A 8-piece molecular cluster, C12H36O10 overall in a non-equilibrium geometry (ωB97M-V/def2-TZVPD, the Open Molecules 2025 dataset).

Properties
- HOMO (alpha / beta): -7.02 / -7.02 eV
- Orbital gap (alpha / beta): 10.1107 / 7.1920 eV
- LUMO level (alpha / beta): 0.1137 / 0.0065 hartree
- Maximum force: 4.35 eV Å⁻¹

```
! wB97M-V def2-TZVPD RIJCOSX def2/J DEFGRID3
* xyz -1 2
C -0.301 -1.085 0.723
O -0.721 0.071 0.765
O -0.604 -1.819 1.654
O 0.510 -1.505 -0.077
C 3.945 -4.167 -1.493
C 2.967 -3.102 -1.954
O 1.696 -3.456 -1.466
H 4.970 -3.839 -1.664
H 3.856 -5.101 -2.047
H 3.724 -4.482 -0.472
H 2.998 -3.006 -3.040
H 3.197 -2.125 -1.528
H 1.411 -2.754 -0.877
C 4.484 1.856 0.094
C 3.216 1.150 -0.437
O 3.015 -0.044 0.267
H 4.600 2.881 -0.256
H 5.447 1.447 -0.210
H 4.401 1.886 1.180
H 3.309 0.959 -1.506
H 2.403 1.859 -0.277
H 2.138 -0.376 0.061
C -1.356 2.485 5.324
C -1.350 2.278 3.782
O -1.881 0.962 3.449
H -1.093 1.598 5.900
H -2.378 2.614 5.678
H -0.828 3.319 5.786
H -0.360 2.318 3.328
H -1.903 3.129 3.387
H -1.575 0.682 2.583
C -0.522 1.745 -4.014
C -0.618 0.980 -2.711
O -0.191 -0.378 -2.783
H -1.162 1.363 -4.810
H 0.510 1.771 -4.363
H -0.866 2.766 -3.847
H -1.637 0.938 -2.326
H -0.053 1.520 -1.950
H 0.044 -0.674 -1.901
C -2.176 -3.845 -0.769
O -2.306 -3.735 0.596
H -2.870 -4.570 -1.194
H -2.331 -2.844 -1.172
H -1.149 -4.149 -0.976
H -1.671 -3.070 0.873
C -4.213 -0.294 0.851
O -3.351 0.779 0.460
H -5.274 -0.086 0.711
H -3.983 -1.110 0.167
H -4.023 -0.740 1.828
H -2.430 0.511 0.432
C -1.502 3.357 -0.022
O -0.260 2.738 0.291
H -1.348 4.435 -0.068
H -1.939 3.006 -0.956
H -2.269 3.166 0.728
H -0.345 1.783 0.267
*
```

No. 6
# C4H9NO2

A 2-piece molecular cluster, C4H9NO2 overall (ωB97M-V/def2-TZVPD, the Open Molecules 2025 dataset).

Properties
- HOMO: -9.63 eV
- SMILES string: CNC=O.CC=O
- Orbital gap: 10.6522 eV
- LUMO level: 0.0374 hartree
- Energy relative to the best compared isomer or geometry (same formula, charge and spin): 38.1 kcal per mole
- Maximum force: 0.98 eV Å⁻¹

```
! wB97M-V def2-TZVPD RIJCOSX def2/J DEFGRID3
* xyz 0 1
C 2.151 -0.414 -1.242
N 1.016 -0.004 -0.456
C 1.091 0.931 0.513
O 0.200 1.280 1.271
C -2.149 0.491 0.597
C -1.682 -0.912 0.654
O -1.244 -1.545 -0.290
H 2.357 -1.481 -1.104
H 1.977 -0.228 -2.306
H 3.028 0.155 -0.923
H 2.088 1.398 0.573
H -2.162 1.006 1.557
H -1.713 1.116 -0.187
H -1.949 -1.431 1.592
H -3.164 0.172 0.330
H 0.154 -0.534 -0.580
*
```

M list, top to bottom, in g/mol: 312.3, 684.0, 199.0, 106.1, 340.4, 103.1